Record 1
Below is one molecule with the formula C5H5N5 in a non-equilibrium geometry, with properties calculated with ωB97M-V with the def2-TZVPD basis set.

Results
ΔE to the lowest compared entry with this formula, charge and spin	61.8	kcal/mol
E_HOMO	-0.35113	Ha
SMILES	NC1=NCN=C2N=CN=C12
spin multiplicity	1
orbital gap	8.1228	eV
net charge	0

Structure (XYZ):
```
15
C5H5N5 (ωB97M-V with the def2-TZVPD basis set)
N -0.92404 1.51215 -0.87540
C -0.54257 0.37261 -0.24500
N -1.20639 -0.74086 -0.24455
C -0.68042 -1.82526 0.45542
N 0.71663 -1.93330 0.86474
C 1.41432 -0.86275 0.68740
N 2.73069 -0.66005 1.00946
C 2.88964 0.60814 0.77906
N 1.82814 1.32426 0.30913
C 0.88607 0.44681 0.17740
H -0.14756 2.20705 -0.72385
H -1.81915 1.71451 -1.31948
H -1.01455 -2.77248 -0.08434
H -1.14757 -1.86771 1.50281
H 3.76234 1.07768 1.10482
```

Record 2
Below is a 8-piece molecular cluster, C31H59BCl6F5N2O3 overall in a non-equilibrium geometry, with properties calculated with ωB97M-V with the def2-TZVPD basis set.

Results
E_HOMO (alpha / beta)	-0.51556 / -0.51556	Ha
<S²>	0.768
spin multiplicity	2
orbital gap (alpha / beta)	8.4772 / 4.2762	eV
net charge	+2

Structure (XYZ):
```
107
C31H59BCl6F5N2O3 (ωB97M-V with the def2-TZVPD basis set)
C 4.14364 1.07830 -1.96491
C 3.71915 1.74243 -0.73395
C 4.11269 1.03092 0.62109
N 3.66353 1.73121 1.92774
C 4.01355 0.69569 3.06905
C 3.94265 1.37255 4.48091
C 4.46923 2.76958 4.64728
C 4.16013 3.69714 3.47815
C 4.44429 3.08005 2.09827
C 2.11386 1.90608 2.02921
H 5.23220 1.11864 -2.00383
H 3.64013 1.42966 -2.86553
H 3.82040 0.03734 -1.96648
H 2.63761 1.86391 -0.79412
H 4.09403 2.76536 -0.76827
H 5.15166 0.71991 0.73024
H 3.50868 0.12359 0.62676
H 4.96904 0.17409 3.01357
H 3.23649 -0.06800 3.03674
H 4.62588 0.76820 5.07762
H 2.97212 1.16989 4.93379
H 5.49429 2.96079 4.96475
H 3.97783 3.17937 5.52972
H 4.71584 4.63311 3.53506
H 3.13091 4.05566 3.49473
H 5.47869 2.78453 1.92285
H 4.14994 3.77089 1.30821
H 1.92117 2.33851 3.01103
H 1.56213 0.99944 1.78080
H 1.73209 2.66859 1.35028
C -1.63022 0.33366 4.77792
C -2.60657 0.89229 3.75220
C -1.78500 1.46721 2.62373
N -2.60589 2.17776 1.57016
C -3.21139 3.42790 2.26161
C -3.97697 4.24972 1.27402
C -3.13904 4.77685 0.16098
C -2.49688 3.60270 -0.61143
C -1.75221 2.55957 0.29394
C -3.74705 1.21168 1.03814
H -0.89901 -0.25925 4.22848
H -2.07446 -0.26283 5.57476
H -1.08914 1.16533 5.22919
H -3.32914 1.55625 4.22670
H -3.23475 0.09870 3.34761
H -1.27952 0.69124 2.04887
H -1.05604 2.20090 2.96787
H -2.37040 4.00326 2.64862
H -3.88403 3.20845 3.09077
H -4.40586 5.14650 1.72117
H -4.88032 3.74975 0.92462
H -2.35590 5.41747 0.56644
H -3.73907 5.47099 -0.42744
H -1.80270 4.02819 -1.33611
H -3.20379 3.06078 -1.23969
H -0.86458 2.98997 0.75758
H -1.49792 1.65040 -0.25089
H -4.30401 1.85199 0.35411
H -4.36812 0.85827 1.86122
H -3.32147 0.31815 0.58141
B 0.30321 -1.04473 0.20064
F -0.98148 -0.58633 0.16547
F 1.11904 -0.10766 -0.40508
F 0.85258 -1.22893 1.47160
F 0.40846 -2.23816 -0.46568
C 0.75992 0.28675 -3.35629
Cl 0.52363 1.91106 -2.71448
Cl 0.57739 -0.01253 -5.08801
H 1.72640 -0.13440 -3.07944
H -0.03416 -0.38128 -3.02272
C 2.69328 -3.86997 0.43584
Cl 2.59340 -5.47933 1.16908
Cl 4.45140 -3.60474 0.05165
H 2.13010 -3.90195 -0.49685
H 2.28707 -3.11330 1.10706
C -1.93462 -2.72819 2.27554
Cl -3.54530 -2.38794 1.58289
Cl -2.03153 -3.27508 3.99809
H -1.24565 -3.32284 1.67569
H -1.37587 -1.79345 2.32213
C -5.57045 -3.47129 -6.90374
C -5.00805 -2.34462 -5.95045
O -4.26353 -2.83411 -4.84715
C -3.83781 -1.87891 -3.88027
O -3.81549 -0.63244 -3.99683
O -3.38032 -2.54766 -2.84941
C -2.87280 -1.86683 -1.70805
H -5.75822 -3.15509 -7.92983
H -6.57132 -3.75888 -6.58178
H -4.87621 -4.30784 -6.98326
H -5.82640 -1.69154 -5.64733
H -4.32976 -1.69888 -6.50816
H -2.36689 -0.94594 -1.99809
H -2.10546 -2.44692 -1.19543
H -3.63849 -1.64843 -0.96365
F 3.24233 -2.53919 -4.11444
C 2.50992 -3.58773 -3.66910
C 1.17333 -3.43029 -3.20771
C 0.45606 -4.52249 -2.70668
C 0.96489 -5.78059 -2.90675
C 2.29800 -5.96379 -3.35250
C 3.10149 -4.84483 -3.65732
H 0.68633 -2.46681 -3.17727
H -0.51776 -4.31159 -2.29003
H 0.35684 -6.65876 -2.74711
H 2.64986 -6.95839 -3.58350
H 4.10011 -4.93447 -4.05874
```